[1]
ORCA calculation (wB97M-V/def2-TZVPD) on 8 unconnected molecules or ions with the total composition C11H17Br6Cl15.

```
! wB97M-V def2-TZVPD RIJCOSX def2/J DEFGRID3
* xyz 0 1
Cl 15.212 -3.973 -10.735
C 13.592 -4.183 -11.508
Cl 13.330 -2.999 -12.771
Cl 12.416 -4.163 -10.215
H 13.678 -5.129 -12.027
Cl 16.858 1.039 -10.456
C 16.330 -0.614 -10.007
Cl 14.597 -0.569 -9.671
Cl 17.185 -1.328 -8.613
H 16.574 -1.202 -10.881
Cl 7.175 0.837 -14.601
C 7.091 0.258 -12.973
Cl 6.321 -1.345 -12.866
Cl 6.181 1.384 -11.920
H 8.114 0.195 -12.617
Cl 13.208 2.687 -10.193
C 12.395 4.143 -10.702
Cl 12.053 4.109 -12.441
Cl 13.416 5.573 -10.336
H 11.455 4.269 -10.180
Cl 8.768 -0.754 -6.084
C 7.057 -0.436 -5.748
Cl 5.996 -0.472 -7.144
Cl 6.933 1.221 -5.021
H 6.761 -1.144 -4.986
Br 9.729 1.474 -10.624
C 11.016 0.302 -9.713
C 10.423 -1.072 -9.513
Br 9.983 -1.980 -11.216
H 11.163 0.727 -8.723
H 11.938 0.345 -10.275
H 9.499 -1.029 -8.947
H 11.143 -1.751 -9.078
Br 11.889 -4.172 -3.703
C 11.520 -2.805 -5.045
C 12.821 -2.413 -5.703
Br 12.525 -0.870 -6.891
H 11.076 -1.940 -4.561
H 10.819 -3.242 -5.749
H 13.221 -3.187 -6.350
H 13.581 -2.060 -5.015
Br 11.497 2.816 -2.384
C 11.963 3.553 -4.155
C 11.979 2.334 -5.067
Br 11.767 2.896 -6.945
H 12.954 3.976 -4.050
H 11.161 4.236 -4.398
H 11.141 1.668 -4.887
H 12.866 1.726 -4.903
*
```

Results
- SMILES string = ClC(Cl)Cl.ClC(Cl)Cl.ClC(Cl)Cl.ClC(Cl)Cl.ClC(Cl)Cl.BrCCBr.BrCCBr.BrCCBr
- LUMO energy (eV) = 0.12
- relative energy (zero: lowest compared OMol25 entry of this formula, charge and spin) (kJ/mol) = 13.34
- energy (hartree) = -22776.2786

How positive or negative is each atom? The Mulliken charges in e answer that: atom 1 (Cl): -0.1410, atom 2 (C): -0.0813, atom 3 (Cl): -0.0964, atom 4 (Cl): -0.0675, atom 5 (H): 0.3727, atom 6 (Cl): -0.1335, atom 7 (C): -0.1216, atom 8 (Cl): 0.0736, atom 9 (Cl): -0.1291, atom 10 (H): 0.3077, atom 11 (Cl): -0.1271, atom 12 (C): 0.5611, atom 13 (Cl): -0.1378, atom 14 (Cl): -0.1415, atom 15 (H): -0.2169, atom 16 (Cl): 0.0283, atom 17 (C): -0.0150, atom 18 (Cl): -0.1218, atom 19 (Cl): -0.1482, atom 20 (H): 0.2550, atom 21 (Cl): -0.0070, atom 22 (C): -0.1013, atom 23 (Cl): -0.0988, atom 24 (Cl): -0.1372, atom 25 (H): 0.3302, atom 26 (Br): -0.1365, atom 27 (C): 0.1150, atom 28 (C): -0.1303, atom 29 (Br): -0.1801, atom 30 (H): -0.1899, atom 31 (H): 0.1975, atom 32 (H): 0.3301, atom 33 (H): -0.0201, atom 34 (Br): -0.1599, atom 35 (C): -0.5404, atom 36 (C): -0.6154, atom 37 (Br): -0.0787, atom 38 (H): 0.3023, atom 39 (H): 0.3535, atom 40 (H): 0.3770, atom 41 (H): 0.4414, atom 42 (Br): -0.1874, atom 43 (C): -0.5317, atom 44 (C): -0.6409, atom 45 (Br): -0.0915, atom 46 (H): 0.3662, atom 47 (H): 0.3934, atom 48 (H): 0.3187, atom 49 (H): 0.4023

[2]
ORCA calculation (wB97M-V/def2-TZVPD) on a gas-phase ion, C6H14N3S (charge +1).

```
! wB97M-V def2-TZVPD RIJCOSX def2/J DEFGRID3
* xyz 1 1
C -3.024 -1.456 0.562
S -2.315 -0.205 -0.507
C -0.822 0.050 0.652
N 0.257 -0.975 0.467
C 1.364 -0.343 -0.076
C 1.415 -0.572 -1.692
C 2.751 -0.345 0.530
N 1.022 1.069 -0.184
N -0.122 1.279 0.188
C -0.702 2.528 -0.174
H -2.407 -2.355 0.493
H -4.004 -1.685 0.093
H -3.162 -1.002 1.573
H -1.308 0.318 1.551
H 0.330 -1.362 1.339
H 1.308 -1.585 -1.886
H 2.248 -0.029 -2.207
H 0.550 -0.191 -2.101
H 3.190 -1.238 0.137
H 2.465 -0.585 1.602
H 3.330 0.626 0.472
H -0.015 3.269 0.132
H -1.672 2.374 0.244
H -0.677 2.414 -1.206
*
```

Results
- SMILES string = CS[C@H]1NC(C)(C)N=[N+]1C
- LUMO energy (eV) = -4.75
- relative energy (zero: lowest compared OMol25 entry of this formula, charge and spin) (kJ/mol) = 354.58
- energy (hartree) = -799.1120

How positive or negative is each atom? The Mulliken charges in e answer that: atom 1 (C): -0.7926, atom 2 (S): 0.0217, atom 3 (C): -0.6318, atom 4 (N): -0.2638, atom 5 (C): 1.0026, atom 6 (C): -1.4630, atom 7 (C): -1.3402, atom 8 (N): -0.7204, atom 9 (N): 0.6458, atom 10 (C): -0.7728, atom 11 (H): 0.2950, atom 12 (H): 0.3679, atom 13 (H): 0.2321, atom 14 (H): 0.6805, atom 15 (H): 0.3201, atom 16 (H): 0.4494, atom 17 (H): 0.3645, atom 18 (H): 0.4450, atom 19 (H): 0.3569, atom 20 (H): 0.3736, atom 21 (H): 0.3544, atom 22 (H): 0.3221, atom 23 (H): 0.3850, atom 24 (H): 0.3681

[3]
ORCA calculation (wB97M-V/def2-TZVPD) on a molecular structure, C6H10O.

```
! wB97M-V def2-TZVPD RIJCOSX def2/J DEFGRID3
* xyz 0 1
C -1.608 0.480 0.779
C -0.082 0.387 0.682
C 0.441 -1.049 0.867
C 0.635 -1.538 -0.546
C 0.581 -0.553 -1.443
C 0.313 0.744 -0.761
O -0.180 1.803 -1.378
H -2.089 -0.271 0.142
H -1.930 0.311 1.812
H -1.942 1.469 0.452
H 0.364 1.093 1.388
H -0.254 -1.682 1.432
H 1.400 -1.067 1.402
H 0.817 -2.584 -0.780
H 0.700 -0.625 -2.518
H 1.748 1.240 -0.532
H 1.087 1.842 -0.997
*
```

Results
- LUMO energy (eV) = 0.40
- relative energy (zero: lowest compared OMol25 entry of this formula, charge and spin) (kJ/mol) = 369.32
- energy (hartree) = -309.7017

How positive or negative is each atom? The Mulliken charges in e answer that: atom 1 (C): -1.5035, atom 2 (C): 0.1623, atom 3 (C): -0.7564, atom 4 (C): -0.3418, atom 5 (C): -0.8111, atom 6 (C): 0.6619, atom 7 (O): -0.7200, atom 8 (H): 0.3534, atom 9 (H): 0.3879, atom 10 (H): 0.3611, atom 11 (H): 0.3242, atom 12 (H): 0.3539, atom 13 (H): 0.3049, atom 14 (H): 0.4335, atom 15 (H): 0.4558, atom 16 (H): 0.1494, atom 17 (H): 0.1845

Which value of LUMO energy does entry 1 give?
0.12 eV

Which of these has the lowest LUMO energy?
C6H14N3S